# 1
# C19H20BF3N2O5

C19H20BF3N2O5 in the gas phase in a non-equilibrium geometry (ωB97M-V/def2-TZVPD, the Open Molecules 2025 dataset).

Calculated values
Kohn-Sham gap in eV: 8.75
SMILES: O=C([C@@H](O)c1ccccc1B(O)O)N1CCC(Oc2ccc(C(F)(F)F)cn2)CC1
LUMO energy in eV: -0.1
Net charge: 0
DFT total energy in eV: -42074.8220
HOMO level in eV: -8.8

Element x y z (Å)
O  2.29573  0.32924  2.49147
F  0.92234  -1.85910  -5.22158
F  2.38333  -0.86520  -3.85534
F  0.47187  0.08388  -4.27265
N  0.34829  -1.73750  -0.58423
O  -1.83865  4.13718  0.24153
O  -2.41792  1.73362  0.72870
O  1.83150  2.97753  2.40145
O  -1.45450  -3.15080  0.37128
B  -1.60815  2.80064  0.32858
C  1.15962  0.66269  2.30299
C  0.89236  -1.32708  -1.69621
C  -0.73242  -2.53682  -0.72069
C  -1.15788  -3.07654  -1.91246
C  1.05866  2.15235  -2.33716
C  2.15532  1.83238  -1.58900
C  -0.17472  2.39623  -1.82521
C  -0.52674  -2.66417  -3.07961
C  2.04954  1.75889  -0.23855
C  -0.27841  2.35635  -0.43354
C  0.43889  -1.68306  -2.95725
C  0.85035  2.12044  0.37126
N  0.13549  -0.15118  2.65794
C  1.10311  -1.06516  -4.13689
C  0.81602  2.14558  1.87412
C  0.45685  -1.48790  3.14925
C  -1.30665  0.15057  2.29427
C  0.04870  -2.55571  2.11003
C  -1.68228  -0.88897  1.14915
C  -1.31537  -2.38303  1.52408
H  -2.51090  4.66046  0.73975
H  -3.39074  2.04288  0.99520
H  2.67912  2.42008  2.59824
H  1.71099  -0.64798  -1.66069
H  -1.99546  -3.70962  -2.07795
H  1.24452  2.12872  -3.42929
H  3.12666  1.88180  -2.01382
H  -0.97170  2.70888  -2.43694
H  -0.78324  -3.10568  -4.01271
H  2.80970  1.38005  0.37467
H  -0.11687  2.46315  2.25060
H  1.56277  -1.60092  3.17843
H  -0.04439  -1.56978  4.08455
H  -1.46956  1.20450  2.09818
H  -1.83609  -0.11208  3.22302
H  0.69859  -2.39718  1.27215
H  0.23752  -3.68093  2.36758
H  -1.09449  -0.61240  0.26027
H  -2.73999  -0.84175  0.85588
H  -2.04078  -2.81756  2.19716

Force components x, y, z for each atom (eV/Å):
2.320 0.155 -0.258
0.737 0.994 -0.139
0.732 0.365 -1.158
0.142 1.405 -1.712
-1.521 -1.207 0.340
-0.960 0.942 1.113
-4.017 3.366 -0.208
1.692 -0.903 0.552
1.814 1.530 -2.648
0.011 -0.868 -1.815
-2.489 0.765 1.255
-0.384 0.232 -1.193
-0.441 -2.512 0.875
0.470 0.832 -1.601
0.742 -0.142 -3.034
0.379 0.666 0.332
0.553 -0.281 1.618
0.209 0.639 1.093
-1.223 0.315 0.681
-0.260 0.827 1.693
0.462 -1.455 0.117
-0.567 -0.569 -1.179
-0.877 0.877 -1.034
-1.486 -1.965 1.932
2.369 -1.707 -0.445
0.579 -0.689 -1.553
1.601 -2.947 1.036
0.822 -1.389 0.371
0.255 0.663 1.061
-0.841 1.627 1.033
0.610 -1.071 -0.575
3.049 -0.926 -0.782
-2.378 0.961 -0.627
0.528 0.358 0.490
-0.477 -0.635 0.790
-0.439 0.484 0.701
0.690 -0.743 -0.638
-0.973 0.074 -0.645
-0.240 -0.037 -0.645
1.361 -0.026 0.676
-0.960 0.466 0.596
-0.901 0.470 0.751
-0.151 -0.458 1.003
0.494 -1.146 0.306
-0.281 0.087 -0.223
0.607 0.065 0.054
-0.488 2.068 0.207
-0.533 0.223 0.764
0.189 -0.011 0.308
-0.532 0.229 0.366

***

# 2
# C33H27CdClN3O7S2Sb

C33H27CdClN3O7S2Sb as an isolated structure (ωB97M-V/def2-TZVPD, the Open Molecules 2025 dataset).

Calculated values
Kohn-Sham gap in eV: 6.67
LUMO energy in eV: 4.1
Net charge: -2
DFT total energy in eV: -98752.9047
HOMO level in eV: -2.5

Element x y z (Å)
Cd  1.81099  1.72786  -0.88452
O  1.83570  3.86039  -0.33767
C  1.53049  4.83054  -1.12615
C  2.07090  6.12108  -0.86263
C  1.77134  7.21846  -1.63041
C  0.91057  7.11391  -2.72883
C  0.37535  5.87697  -3.01385
C  0.65650  4.73286  -2.25521
C  -0.02828  3.52572  -2.66179
N  0.07439  2.37805  -2.10832
N  -0.71719  1.37379  -2.63365
C  -0.77857  0.34512  -1.82717
O  -0.23309  0.24632  -0.66756
C  -1.62913  -0.78060  -2.33785
C  -1.55721  -2.03766  -1.75492
C  -2.34111  -3.08467  -2.21991
C  -3.21495  -2.88310  -3.27646
C  -3.29376  -1.62635  -3.86725
C  -2.50759  -0.58541  -3.40410
H  2.73990  6.19481  -0.01417
H  2.21051  8.17920  -1.37982
H  0.66811  7.97832  -3.33371
H  -0.29668  5.76624  -3.85953
H  -0.72254  3.61362  -3.50211
H  -0.86744  -2.19290  -0.94013
H  -2.26601  -4.05902  -1.75078
H  -3.82986  -3.69771  -3.64081
H  -3.97211  -1.45988  -4.69618
H  -2.55592  0.39635  -3.85303
O  -1.29417  3.30149  0.65526
H  -0.38347  3.57372  0.83619
H  -1.16745  2.49138  0.14370
S  0.90153  1.31937  2.67584
Sb  0.25650  -0.69539  1.89036
C  -1.85417  -0.72561  1.68442
C  -2.55004  0.42596  2.02830
C  -3.93727  0.43612  1.96824
C  -4.62899  -0.69847  1.56954
C  -3.93306  -1.84985  1.22736
C  -2.54693  -1.86227  1.28768
C  0.32865  -1.82524  3.73416
C  1.57779  -2.05242  4.31211
C  1.68244  -2.68669  5.53984
C  0.53880  -3.09627  6.21548
C  -0.70698  -2.86713  5.65364
C  -0.80893  -2.23470  4.41883
C  1.11208  -2.25671  0.69961
C  1.73116  -2.03823  -0.52685
C  2.28556  -3.09779  -1.22536
C  2.21563  -4.38582  -0.71444
C  1.59404  -4.60952  0.50303
C  1.05465  -3.54623  1.21680
H  -2.00108  1.31928  2.30641
H  -4.47618  1.34055  2.22332
H  -5.71126  -0.68318  1.51489
H  -4.46655  -2.73449  0.90116
H  -2.01067  -2.76711  1.02520
H  2.47934  -1.73407  3.79650
H  2.66078  -2.85465  5.97415
H  0.62046  -3.59016  7.17680
H  -1.60519  -3.17493  6.17682
H  -1.79046  -2.06126  3.99279
H  1.79171  -1.05054  -0.95204
H  2.77637  -2.90012  -2.16940
H  2.65467  -5.21234  -1.26066
H  1.54077  -5.60983  0.91630
H  0.59062  -3.73702  2.17560
S  4.70940  -1.21157  1.78900
C  3.79761  -0.14682  0.95305
N  3.07812  0.59851  0.41826
O  4.67368  1.13915  -2.26870
Cl  3.63139  1.22553  -3.24746
O  4.12094  0.87941  -4.54911
O  2.54465  0.30973  -2.86991
O  3.08021  2.56393  -3.24822

Force components x, y, z for each atom (eV/Å):
-0.167 0.128 0.459
-0.081 -0.052 -0.025
0.033 0.052 -0.019
0.007 0.015 0.014
0.018 0.022 0.010
-0.027 -0.001 -0.017
0.023 0.034 -0.030
0.014 0.032 -0.024
-0.070 -0.061 0.047
0.069 0.018 -0.182
-0.059 0.016 -0.001
-0.215 0.177 0.135
0.334 -0.033 -0.098
-0.011 -0.037 -0.050
0.062 -0.006 -0.010
-0.012 -0.011 -0.004
-0.005 0.000 0.000
-0.017 -0.024 -0.017
-0.007 0.014 0.028
0.001 0.003 0.009
0.003 -0.005 0.000
0.008 0.000 -0.011
-0.011 0.001 -0.001
-0.026 -0.005 0.054
0.026 0.005 0.013
0.010 -0.010 -0.007
-0.008 -0.007 -0.004
-0.008 0.003 0.005
0.009 0.006 -0.011
-0.039 0.052 -0.016
0.005 -0.042 -0.013
0.010 -0.017 0.009
-0.001 0.029 -0.368
-0.291 -0.250 0.612
0.052 -0.089 -0.073
0.031 0.041 -0.100
-0.019 0.038 0.015
-0.022 -0.022 -0.013
-0.025 -0.007 -0.006
-0.004 -0.043 0.089
0.027 0.046 -0.092
0.044 -0.001 -0.068
0.012 -0.009 0.039
0.007 -0.014 0.006
-0.014 -0.008 0.025
-0.049 -0.021 -0.045
0.124 0.233 -0.070
-0.028 0.026 -0.018
0.010 -0.013 -0.026
0.011 -0.003 -0.004
-0.005 -0.036 0.022
-0.127 -0.013 0.003
-0.002 0.016 0.026
0.005 0.006 -0.011
-0.002 -0.004 -0.002
-0.007 -0.006 -0.005
0.015 -0.015 -0.009
0.015 0.018 0.001
0.007 -0.009 -0.002
0.003 0.004 0.009
-0.005 -0.008 -0.001
-0.013 0.017 0.004
-0.020 -0.065 -0.011
0.002 0.013 -0.008
-0.006 -0.001 -0.003
-0.004 -0.004 -0.002
0.018 0.009 0.025
0.043 -0.028 -0.026
-0.160 0.071 0.196
0.324 -0.140 -0.258
0.167 -0.060 0.008
0.042 -0.039 -0.130
-0.056 -0.072 -0.118
0.064 0.060 0.109
-0.027 0.086 0.038

***

# 3
# C6H14N2O4Si

A 2-piece molecular cluster, C6H14N2O4Si overall in a non-equilibrium geometry (ωB97M-V/def2-TZVPD, the Open Molecules 2025 dataset).

Calculated values
Kohn-Sham gap in eV: 11.38
SMILES: CCOC(=O)O[Si](C)(C)C.N#[N+][O-]
LUMO energy in eV: 0.7
Net charge: 0
DFT total energy in eV: -25497.7900
HOMO level in eV: -10.7

Element x y z (Å)
C  0.06477  1.06913  0.12912
C  -3.27931  1.97409  1.24370
C  2.24609  -1.49462  0.26342
C  1.72276  -0.27318  -2.62070
C  -0.10711  -2.61168  -1.53316
C  -2.24902  1.00801  0.68683
N  1.47771  0.44086  3.07548
N  1.25769  1.52386  3.13187
O  -0.21162  -0.08375  -0.43751
O  1.15169  1.57282  0.17143
O  1.02485  2.64405  3.21976
O  -0.97853  1.66147  0.70393
Si  0.97014  -1.10953  -1.08881
H  -4.25129  1.49061  1.27876
H  -2.99679  2.28435  2.24534
H  -3.34106  2.85683  0.61393
H  2.63099  -0.57268  0.68957
H  1.80484  -2.06665  1.07577
H  3.08680  -2.06118  -0.12200
H  2.22538  0.64900  -2.34291
H  2.44973  -0.91571  -3.10680
H  0.96017  -0.02469  -3.35486
H  0.38377  -3.21649  -2.28716
H  -0.28183  -3.24695  -0.67071
H  -1.07525  -2.31520  -1.92396
H  -2.49725  0.71698  -0.33912
H  -2.18834  0.10025  1.29879

Force components x, y, z for each atom (eV/Å):
0.041 0.307 0.307
0.435 -0.160 -0.134
-0.548 0.221 -0.494
-0.342 -0.259 0.669
0.581 0.536 0.150
-0.517 -0.248 -0.013
0.286 -1.534 -0.154
0.242 -1.247 0.011
-0.511 -0.336 -0.094
0.575 0.243 -0.088
-0.555 2.825 0.169
-0.107 0.234 0.076
0.521 -0.557 -0.338
-0.106 -0.034 0.010
-0.030 0.039 0.128
-0.056 0.101 -0.047
0.035 0.148 -0.038
-0.141 -0.093 0.058
0.140 -0.147 -0.176
0.060 0.104 0.130
0.133 -0.199 -0.047
-0.171 -0.024 -0.053
0.123 -0.168 -0.194
0.002 -0.054 0.216
-0.114 0.173 -0.099
0.040 0.022 0.171
-0.016 0.104 -0.126

***

# 4
# C4H8N2O2

C4H8N2O2 in the gas phase (ωB97M-V/def2-TZVPD, the Open Molecules 2025 dataset).

Calculated values
Kohn-Sham gap in eV: 9.12
LUMO energy in eV: 0.3
Net charge: 0
DFT total energy in eV: -11349.7327
HOMO level in eV: -8.8

Element x y z (Å)
C  -1.00986  0.13443  2.09735
C  0.87619  0.35266  -0.98006
C  -0.48265  -0.61984  -0.44090
C  -0.67043  -0.12809  0.71111
N  -0.88965  -1.54308  -1.34627
N  0.83902  1.31927  0.16980
O  2.00180  -0.47057  -0.71284
O  0.68135  0.75348  -2.14198
H  2.26893  -0.81199  -1.57569
H  -1.80833  -1.94294  -1.23455
H  -0.66831  -1.26593  -2.29693
H  1.77986  1.49690  0.51614
H  0.44027  2.19112  -0.16662
H  -1.80413  -0.57011  2.37640
H  -1.38762  1.14668  2.25592
H  -0.16642  -0.04199  2.76913

Force components x, y, z for each atom (eV/Å):
-0.026 0.106 0.256
0.141 0.117 0.088
-0.010 0.018 0.063
0.281 0.014 -0.417
-0.033 -0.007 -0.023
-0.090 -0.228 -0.034
-0.331 0.130 -0.034
-0.007 -0.177 0.297
-0.043 0.066 0.013
0.078 0.050 0.004
0.024 0.033 0.071
-0.046 -0.025 -0.061
0.027 -0.058 -0.031
0.067 0.041 -0.071
0.022 -0.079 -0.042
-0.053 -0.001 -0.077